a:
ORCA calculation (ωB97M-V/def2-TZVPD) on C4H6N4 as an isolated structure.

```
14
C4H6N4 (ωB97M-V/def2-TZVPD)
C 0.552 -0.278 -0.457
C 0.209 1.418 1.276
C -0.219 1.549 -0.194
C -0.503 -2.185 0.365
N 0.756 0.315 1.347
N -0.458 -1.243 -0.474
N 1.593 -0.299 -1.171
N -1.491 1.545 -0.437
H 1.703 -1.178 -1.678
H -1.707 1.249 -1.389
H 0.117 2.205 2.019
H 0.581 2.075 -0.720
H -1.329 -2.889 0.314
H 0.195 -2.285 1.199
```

Charge = 0
Highest occupied orbital energy = -9.1 eV
LUMO level = -1.05 eV
Frontier orbital gap = 0.2950 Ha

---

b:
ORCA calculation (ωB97M-V/def2-TZVPD) on the molecule C4H6N4.

```
14
C4H6N4 (ωB97M-V/def2-TZVPD)
C 1.910 -1.060 0.288
C 0.383 -0.641 0.076
C -0.810 -0.757 -0.402
C -2.244 -0.807 -0.510
H 3.328 1.766 -0.694
H 1.577 1.488 -0.509
H 2.188 -2.117 0.821
H -2.879 -1.810 -0.697
H -2.556 1.555 1.292
H -1.269 0.381 0.657
N 2.614 1.026 -0.491
N 2.867 -0.246 0.048
N -3.003 0.158 -0.173
N -2.107 1.063 0.293
```

Structure (SMILES) = N/N=C\C#C/C=N\N
Charge = 0
Highest occupied orbital energy = -8.9 eV
LUMO level = -0.21 eV
Frontier orbital gap = 0.3190 Ha

---

Ranked by calculated energy, most stable first: a, b.

---

a:
ORCA calculation (ωB97M-V/def2-TZVPD) on the molecule C3H6O2.

```
11
C3H6O2 (ωB97M-V/def2-TZVPD)
C -1.549 -0.077 -0.153
C -0.161 0.200 0.358
O -0.004 0.821 1.393
C 1.098 -0.268 -0.362
O 2.192 0.438 0.135
H -2.053 -0.744 0.552
H -1.598 -0.504 -1.158
H -2.097 0.868 -0.133
H 1.036 -0.131 -1.449
H 1.229 -1.352 -0.196
H 1.907 0.749 1.013
```

Structure (SMILES) = CC(=O)CO
Charge = 0
Highest occupied orbital energy = -10.2 eV
LUMO level = 0.87 eV
Frontier orbital gap = 0.4079 Ha

---

b:
ORCA calculation (ωB97M-V/def2-TZVPD) on C3H6O2 as an isolated structure.

```
11
C3H6O2 (ωB97M-V/def2-TZVPD)
C -0.550 -1.328 -0.481
O 0.085 -0.983 0.609
C 0.559 0.248 0.806
C -0.223 1.441 0.512
O 0.112 2.559 0.852
H -1.225 -0.630 -0.968
H 0.755 -0.547 -1.386
H -0.751 -2.392 -0.541
H 1.127 0.071 -0.971
H 1.281 0.286 1.615
H -1.171 1.276 -0.046
```

Charge = 0
Highest occupied orbital energy (spin up / spin down) = -8.8 / -8.8 eV
LUMO level (spin up / spin down) = -0.43 / -0.43 eV
Frontier orbital gap (spin up / spin down) = 0.3075 / 0.3076 Ha

---

c:
ORCA calculation (ωB97M-V/def2-TZVPD) on the molecule C3H6O2.

```
11
C3H6O2 (ωB97M-V/def2-TZVPD)
C -1.334 0.482 -0.109
C -0.213 -0.761 0.332
O 1.077 -0.273 0.670
C 1.848 0.054 -0.391
O 1.548 -0.079 -1.550
H -0.897 0.845 -1.010
H -2.365 0.098 -0.293
H -1.451 1.291 0.645
H -0.138 -1.421 -0.524
H -0.997 -0.659 1.033
H 2.807 0.467 -0.043
```

Structure (SMILES) = CCOC=O
Charge = 0
Highest occupied orbital energy = -9.8 eV
LUMO level = 1.00 eV
Frontier orbital gap = 0.3970 Ha

---

d:
ORCA calculation (ωB97M-V/def2-TZVPD) on the molecule C3H6O2.

```
11
C3H6O2 (ωB97M-V/def2-TZVPD)
C -1.437 1.165 0.578
O -0.413 0.305 0.141
C 1.228 -1.468 -0.067
C 1.317 -0.453 -0.923
O 0.949 0.784 -0.457
H -2.200 0.418 0.864
H -1.197 1.747 1.475
H -1.875 1.790 -0.206
H 1.116 -2.494 -0.384
H 1.098 -1.235 0.985
H 1.414 -0.559 -2.005
```

Structure (SMILES) = C=COOC
Charge = 0
Highest occupied orbital energy = -9.3 eV
LUMO level = 0.61 eV
Frontier orbital gap = 0.3636 Ha

---

Ranked by calculated energy, most stable first: a, c, b, d.

---

a:
ORCA calculation (ωB97M-V/def2-TZVPD) on the molecule C6H14O3.

```
23
C6H14O3 (ωB97M-V/def2-TZVPD)
C 0.403 -0.191 1.031
C -0.331 0.345 -0.545
C -0.292 -1.467 1.489
C 1.909 -0.356 0.968
C -0.173 -0.693 -1.654
C 0.282 1.693 -0.928
O -1.641 0.497 -0.129
O -2.541 1.133 -1.311
O 0.081 0.853 1.904
H -0.858 1.085 1.702
H -3.160 0.385 -1.360
H 0.880 -0.915 -1.848
H 0.175 2.418 -0.117
H -1.370 -1.320 1.595
H -0.111 -2.295 0.800
H 0.087 -1.766 2.475
H 2.313 -0.548 1.971
H 2.194 -1.187 0.318
H 2.396 0.562 0.631
H -0.624 -0.332 -2.586
H -0.702 -1.617 -1.409
H 1.336 1.609 -1.205
H -0.253 2.106 -1.791
```

Structure (SMILES) = CC(C)(O)C(C)(C)OO
Charge = 0
Highest occupied orbital energy = -9.5 eV
LUMO level = 0.24 eV
Frontier orbital gap = 0.3594 Ha

---

b:
ORCA calculation (ωB97M-V/def2-TZVPD) on C6H14O3 as an isolated structure.

```
23
C6H14O3 (ωB97M-V/def2-TZVPD)
C 2.367 -0.484 0.813
C 1.496 0.192 -0.787
O 2.020 -1.748 0.984
O 2.076 0.379 1.813
H 1.000 -1.706 1.258
H 1.183 0.149 2.143
H 3.386 -0.348 0.462
H 2.065 1.122 -0.780
H 0.580 0.486 -1.288
H 1.966 -0.513 -1.473
C -1.337 0.931 0.500
C -1.179 -1.383 -0.704
C -1.880 1.569 -0.776
C -0.715 -0.448 0.381
O -0.276 -0.955 1.455
H -0.605 1.587 0.982
H -2.161 0.808 1.215
H -0.612 -2.311 -0.674
H -2.234 -1.608 -0.540
H -1.075 -0.945 -1.693
H -2.307 2.546 -0.546
H -2.661 0.960 -1.226
H -1.100 1.721 -1.519
```

Charge = 0
Highest occupied orbital energy = -8.7 eV
LUMO level = 0.39 eV
Frontier orbital gap = 0.3335 Ha

---

c:
ORCA calculation (ωB97M-V/def2-TZVPD) on a 2-piece molecular cluster, C6H14O3 overall.

```
23
C6H14O3 (ωB97M-V/def2-TZVPD)
C -0.653 -0.478 0.474
C -0.815 0.897 1.155
C 1.332 2.682 -0.535
C 0.836 -0.789 0.236
C -1.452 -0.520 -0.835
C 1.110 -2.169 -0.360
O -0.509 2.027 0.364
O -1.220 -1.372 1.425
O 1.157 2.073 -1.583
H -1.147 -2.268 1.076
H -0.775 1.913 -0.599
H -1.850 0.969 1.511
H -0.161 0.946 2.027
H 1.924 2.280 0.301
H 1.005 3.723 -0.415
H 1.242 -0.029 -0.431
H 1.348 -0.713 1.198
H -2.463 -0.149 -0.672
H -1.526 -1.544 -1.198
H -0.963 0.071 -1.607
H 0.716 -2.966 0.271
H 2.184 -2.319 -0.445
H 0.681 -2.265 -1.356
```

Structure (SMILES) = CC[C@@](C)(O)CO.C=O
Charge = 0
Highest occupied orbital energy = -9.8 eV
LUMO level = 0.84 eV
Frontier orbital gap = 0.3913 Ha

---

Ranked by calculated energy, most stable first: c, b, a.

---

a:
ORCA calculation (ωB97M-V/def2-TZVPD) on C7H8N2O as an isolated structure.

```
18
C7H8N2O (ωB97M-V/def2-TZVPD)
C -1.458 -1.201 0.489
C -1.714 1.083 0.786
C -1.484 0.256 -1.560
C 1.247 0.232 1.457
C 1.395 -0.509 -1.065
C 0.850 0.443 0.034
C -1.128 0.048 -0.074
N -1.675 -2.193 1.003
N -2.278 1.764 1.495
O -1.879 1.282 -1.976
H -1.425 -0.749 -1.973
H 2.202 0.744 1.698
H 0.463 0.586 2.174
H 1.483 -0.842 1.647
H 1.181 -0.201 -2.028
H 2.554 -0.675 -0.922
H 0.993 -1.503 -0.950
H 0.672 1.435 -0.236
```

Charge = 0
Highest occupied orbital energy = -10.3 eV
LUMO level = -0.39 eV
Frontier orbital gap = 0.3642 Ha

---

b:
ORCA calculation (ωB97M-V/def2-TZVPD) on the molecule C7H8N2O.

```
18
C7H8N2O (ωB97M-V/def2-TZVPD)
C 2.491 -1.049 1.912
C 0.227 -0.613 0.934
C -0.643 0.060 -0.112
C -0.874 -0.593 -1.198
C -1.662 0.172 -2.153
C -2.008 1.432 -1.913
C -1.066 1.380 0.201
H 3.016 -1.862 1.357
H 1.991 -1.288 2.694
H 3.091 -0.143 2.012
H 1.965 0.105 0.140
H -0.644 -1.547 -1.393
H -1.854 -0.195 -3.152
H -2.696 2.012 -2.521
H -0.877 1.887 1.164
N 1.590 -0.371 0.980
N -1.753 2.026 -0.741
O -0.295 -1.413 1.789
```

Structure (SMILES) = CNC(=O)c1cccnc1
Charge = 0
Highest occupied orbital energy = -9.4 eV
LUMO level = 0.71 eV
Frontier orbital gap = 0.3704 Ha

---

Ranked by calculated energy, most stable first: b, a.